Version i
# C6H9F

2 unconnected molecules or ions with the total composition C6H9F (wB97M-V/def2-TZVPD, the Open Molecules 2025 dataset).

The HOMO energy is -9.36 eV. The calculation puts the frontier orbital gap at 10.35 eV. Its SMILES is C/C=C\F.C=C=C.

Positions of all 16 atoms, in Å:
C1 -0.63938 1.72478 0.45790
C2 1.32577 0.15566 -0.85073
C3 -1.43082 0.47755 0.57229
C4 1.38564 -0.88110 -0.11012
C5 1.63272 -2.01883 0.39857
C6 -1.86978 -0.23861 -0.44789
F1 -1.52024 -0.02786 -1.75302
H1 -0.42370 1.86467 -0.56926
H2 0.24075 1.61275 1.07191
H3 1.33198 1.07441 -0.32800
H4 1.56412 -0.08842 -1.88620
H5 -1.67677 0.18609 1.52053
H6 -1.15677 2.55262 0.86548
H7 0.90407 -2.86219 0.57450
H8 2.64510 -2.26607 0.79963
H9 -2.31268 -1.26545 -0.31560

---

Version ii
# C6H9F

A single C6H9F molecule (wB97M-V/def2-TZVPD, the Open Molecules 2025 dataset).

The HOMO energy is -8.21 eV. The calculation puts the frontier orbital gap at 9.27 eV. Its SMILES is CC1=C(F)CCC1.

Positions of all 16 atoms, in Å:
C1 -0.07870 0.80548 0.07217
C2 -1.24710 -0.06214 0.04470
C3 1.11423 -0.14875 0.01767
C4 -0.85008 -1.49931 0.30169
C5 0.49584 -1.52039 -0.22607
C6 0.05035 2.28399 -0.06847
F1 -2.51811 0.40239 0.02703
H1 1.90444 0.05243 -0.75424
H2 1.53554 -0.27879 1.07476
H3 -1.03758 -1.66229 1.43335
H4 -1.60153 -2.31069 -0.14216
H5 0.64293 -1.58706 -1.37502
H6 1.15411 -2.39033 -0.01916
H7 0.43604 2.89979 0.71040
H8 -0.88411 2.70351 -0.30171
H9 0.88371 2.31215 -0.79495

---

Version iii
# C6H9F

A single C6H9F molecule (wB97M-V/def2-TZVPD, the Open Molecules 2025 dataset).

The HOMO energy is -9.01 eV. The calculation puts the frontier orbital gap at 10.16 eV. Its SMILES is C[C@H]1C[C@H]2C[C@]21F.

Positions of all 16 atoms, in Å:
C1 -0.57375 0.84893 -0.76407
C2 0.98779 0.85129 1.10366
C3 0.79086 1.36487 -0.32476
C4 -0.22981 -0.66183 -0.56280
C5 1.10062 -0.18281 -0.00523
C6 -1.23444 -1.48290 0.30507
F1 2.22200 -0.90998 -0.25155
H1 -1.24967 1.42899 -0.09673
H2 -0.77067 1.17629 -1.79888
H3 1.80477 1.12529 1.67953
H4 0.10443 0.98938 1.66360
H5 1.41600 1.95245 -0.92348
H6 -0.00762 -1.06959 -1.54624
H7 -1.35437 -1.34645 1.46904
H8 -0.78537 -2.52423 0.20384
H9 -2.22078 -1.55969 -0.15100

---

List of relative energies, unit hartree: version i 0.0632; version ii 0.0000; version iii 0.0245